This record from OMol25 describes C23H24AuN5O6Se as an isolated structure. The level of theory is the ωB97M-V functional and the def2-TZVPD basis.

Last column: Mulliken charge in e.
Geometry (Å):
Au1 -0.514 -1.221 1.218  0.372
C1 3.803 -1.467 0.408  -1.939
C2 2.484 -0.699 0.580  3.094
C3 2.827 0.622 1.322  -1.891
C4 1.505 -1.506 1.436  -1.726
C5 1.805 -0.410 -0.760  -0.358
C6 1.846 -1.323 -1.813  -0.221
C7 1.116 -1.120 -2.979  -0.887
C8 0.323 0.011 -3.123  -0.608
C9 0.279 0.937 -2.090  -0.764
C10 1.011 0.728 -0.928  0.198
H1 4.212 -1.694 1.395  0.423
H2 4.538 -0.867 -0.142  0.410
H3 3.675 -2.416 -0.119  0.326
H4 3.509 0.406 2.149  0.513
H5 1.935 1.088 1.744  0.184
H6 3.318 1.334 0.646  0.409
H7 1.943 -1.860 2.375  0.424
H8 2.452 -2.219 -1.728  0.474
H9 1.167 -1.852 -3.777  0.440
H10 -0.247 0.172 -4.030  0.418
H11 -0.334 1.828 -2.185  0.409
H12 0.964 1.474 -0.141  0.422
N1 -3.474 -1.008 0.364  -0.539
C11 -2.450 -0.504 0.888  -0.005
H13 -4.285 -0.387 0.327  0.238
O1 -2.617 0.938 1.275  -0.356
C12 -1.618 1.518 1.925  0.553
O2 -0.746 0.939 2.537  -0.619
C13 -1.621 3.010 1.798  0.376
C14 -2.536 3.661 0.986  -0.537
C15 -2.428 5.026 0.829  -0.204
C16 -1.447 5.764 1.451  -0.330
C17 -0.559 5.086 2.259  -0.017
C18 -0.622 3.724 2.442  -0.642
N2 0.521 5.856 2.933  1.052
O3 1.367 5.225 3.524  -0.602
O4 0.478 7.064 2.850  -0.611
N3 -3.385 5.729 -0.067  1.074
O5 -4.230 5.058 -0.616  -0.614
O6 -3.256 6.927 -0.184  -0.618
H14 -3.321 3.117 0.482  0.641
H15 -1.370 6.830 1.305  0.620
H16 0.094 3.219 3.076  0.543
C19 1.819 -4.435 -0.089  -0.808
N4 0.651 -4.349 -0.964  0.433
C20 0.658 -4.493 -2.340  -0.499
C21 -0.606 -4.309 -2.765  -0.438
N5 -1.371 -4.053 -1.643  0.258
C22 -2.806 -3.748 -1.614  -0.702
C23 -0.602 -4.098 -0.539  -0.344
Se1 -1.218 -3.830 1.197  -0.211
H17 2.699 -4.607 -0.701  0.348
H18 1.691 -5.252 0.618  0.394
H19 1.917 -3.515 0.466  0.253
H20 1.560 -4.701 -2.892  0.463
H21 -1.023 -4.330 -3.759  0.457
H22 -3.157 -3.650 -2.639  0.307
H23 -2.975 -2.823 -1.064  0.241
H24 -3.346 -4.546 -1.114  0.322

Results
**Calculated total energy**: -4152.90394 Eh
**2S+1**: 3
**Energy relative to the best compared isomer or geometry (same formula, charge and spin)**: 0.0 kcal per mole
**HOMO level (alpha / beta)**: -6.96 / -8.29 eV
**Maximum force**: 0.57 eV Å⁻¹
**Orbital gap (alpha / beta)**: 0.2183 / 0.2534 Eh